7
Properties=species:S:1:pos:R:3:lowdin_spin:R:1 method="wB97M-V/def2-TZVPD" s_squared=6.010 lumo_ev="-5.57 / -10.11" fmax_ha_per_bohr=0.1323 energy_ha=-368.70523 charge=+1 homo_lumo_gap_ev="7.6143 / 3.6943" spin_multiplicity=5 e_homo_ev="-13.184 / -13.799"
O 2.453 1.087 -0.058 0.222
C 1.801 -0.036 -0.016 0.040
O 2.570 -1.082 -0.035 0.220
Ir 4.083 0.087 -0.091 2.505
H -0.191 -0.135 0.058 0.008
O -1.349 -0.154 0.110 0.985
H -1.634 -1.041 -0.123 0.020

6
Properties=species:S:1:pos:R:3:nbo_charge:R:1 method="wB97M-V/def2-TZVPD" lumo_ev="-0.37 / -0.66" fmax_ha_per_bohr=0.0619 energy_ha=-223.89300 charge=0 homo_lumo_gap_ev="8.5995 / 8.0541" e_homo_ev="-8.966 / -8.710" relative_energy_ev=4.573
C -0.900 -0.141 0.247 -0.162
N -0.174 -0.987 -0.252 -0.304
N 1.519 -0.044 -0.813 0.326
O 1.913 0.621 0.055 -0.200
H -1.867 -0.318 0.522 0.190
H -0.491 0.870 0.240 0.151

6
Properties=species:S:1:pos:R:3:nbo_charge:R:1 method="wB97M-V/def2-TZVPD" lumo_ev="-0.10 / -0.61" fmax_ha_per_bohr=0.0606 energy_ha=-223.87708 charge=0 homo_lumo_gap_ev="9.4759 / 8.4001" e_homo_ev="-9.580 / -9.011" relative_energy_ev=5.006
C -0.984 -0.238 0.039 -0.237
N -0.706 -1.431 -0.045 -0.190
N 2.220 -0.068 -0.018 0.236
O 1.509 0.838 -0.035 -0.208
H -1.773 0.310 -0.323 0.194
H -0.266 0.588 0.382 0.206